*A*
{"formula": "C3H5N3", "method": "ωB97M-V with the def2-TZVPD basis set", "orbital_gap_ev": 8.283, "lumo_ev": -0.1, "species": ["C", "N", "C", "N", "N", "C", "H", "H", "H", "H", "H"], "coordinates": [[-1.7155, -0.1767, 0.2419], [-0.1303, 0.1574, -0.5202], [0.5158, 1.2299, 0.1445], [1.6105, 0.8582, 0.6953], [1.8054, -0.5024, 0.3896], [0.8199, -0.8731, -0.3432], [-1.7082, -1.2758, 0.0721], [-0.5286, 0.3229, -1.4376], [-1.3910, -0.0865, 1.2961], [0.0600, 2.2078, 0.2132], [0.6619, -1.8617, -0.7517]], "lowdin_charge": [-0.002, -0.118, -0.167, 0.054, 0.051, -0.168, -0.040, 0.153, -0.027, 0.133, 0.130]}

***

*B*
{"formula": "C3H5N3", "method": "ωB97M-V with the def2-TZVPD basis set", "smiles": "Cn1nccn1", "orbital_gap_ev": 10.792, "lumo_ev": 1.2, "species": ["C", "N", "N", "C", "C", "N", "H", "H", "H", "H", "H"], "coordinates": [[-1.7431, 0.1286, 0.2195], [-0.3384, 0.0533, 0.2521], [0.3830, 1.1334, 0.2006], [1.5434, 0.6190, -0.1613], [1.4878, -0.7744, -0.2340], [0.2488, -1.1260, 0.0272], [-2.1324, -0.0584, 1.2219], [-1.8699, -0.7550, -0.5083], [-2.1723, 1.0243, -0.2491], [2.3665, 1.2725, -0.2936], [2.2268, -1.5173, -0.4750]], "lowdin_charge": [-0.041, -0.326, 0.110, -0.161, -0.143, 0.095, 0.084, 0.114, 0.090, 0.082, 0.096]}

***

Among the structures shown above, *B* is the most stable, with the second-best lying 337.9 kJ/mol higher.